# C10H10BrClO4Rh

A molecular structure, C10H10BrClO4Rh (the ωB97M-V functional and the def2-TZVPD basis, OMol25).

Values from the calculation:
ΔE to the lowest compared entry with this formula, charge and spin: 0.0 kJ/mol
Highest occupied orbital energy (alpha / beta): -3.399 / -5.267 eV
Calculated total energy: -3832.3689 hartree
Gap between HOMO and LUMO (alpha / beta): 6.61 / 6.24 eV
LUMO level (alpha / beta): 0.1178 / 0.0359 Eh
Net charge: -1
Spin multiplicity: 5

Each line ends with the Löwdin spin population.
Positions of all 27 atoms, in Å:
Rh1 0.47573 -0.46269 -0.14992  1.958
Br1 -0.11651 -1.39229 2.21865  0.279
Cl1 2.42277 -3.37619 -0.33433  0.010
O1 3.25908 -2.57582 0.54307  0.001
O2 1.03359 -2.65317 -0.47115  0.108
O3 2.20408 -4.68406 0.22579  0.014
O4 2.99303 -3.45596 -1.65730  0.003
C1 -1.95596 1.90478 1.27474  0.006
C2 0.20472 1.24319 -1.16305  0.122
C3 -2.91020 0.71075 -0.45850  0.093
C4 2.25370 0.18931 -0.88384  0.161
C5 1.91615 0.84912 0.34546  0.127
C6 0.66658 1.50509 0.16328  0.138
C7 -2.26402 0.60803 1.75516  0.305
C8 -2.84315 -0.13977 0.67523  0.189
C9 1.16783 0.37417 -1.81784  0.107
C10 -2.38879 1.98467 -0.07820  0.294
H1 -0.70836 1.56198 -1.64015  0.018
H2 3.16893 -0.32436 -1.09425  0.013
H3 -2.09761 0.26628 2.77093  0.008
H4 1.09059 0.04270 -2.83742  0.013
H5 -1.45405 2.68422 1.84198  -0.004
H6 -3.28897 0.44622 -1.43846  0.000
H7 0.18731 2.11804 0.92928  0.012
H8 2.49273 0.88486 1.25377  0.008
H9 -2.30549 2.85088 -0.72152  0.014
H10 -3.20371 -1.16000 0.74860  0.005

Cartesian forces, eV/Å:
-6.36 -9.72 3.79
0.08 -0.11 0.06
-1.58 1.42 0.29
-0.52 -0.45 -0.63
2.40 -1.57 -0.01
-0.08 0.57 -0.37
-0.13 -0.01 0.37
-0.94 -0.26 -0.25
0.10 1.12 -1.35
-0.35 -1.80 1.56
1.75 1.93 -1.19
2.17 2.37 -0.46
1.39 3.33 0.40
0.46 1.64 0.24
-0.69 0.75 -2.33
1.47 1.87 -1.01
0.30 0.05 1.56
0.14 0.06 0.15
0.12 -0.46 0.16
-0.24 0.07 -0.33
0.16 -0.13 -0.07
-0.35 -0.13 -0.10
0.02 0.00 0.16
0.40 -0.56 -0.57
0.12 -0.15 -0.03
-0.04 -0.01 0.07
0.20 0.18 -0.10

=====

# C10H10CdClF5OTe

A molecular structure, C10H10CdClF5OTe (the ωB97M-V functional and the def2-TZVPD basis, OMol25).

Values from the calculation:
ΔE to the lowest compared entry with this formula, charge and spin: 41.0 kJ/mol
Highest occupied orbital energy: -0.346 eV
Calculated total energy: -1857.5600 hartree
Gap between HOMO and LUMO: 3.21 eV
LUMO level: 0.1052 Eh
Net charge: -2
Spin multiplicity: 1

Each line ends with the natural charge from an NBO analysis.
Positions of all 29 atoms, in Å:
Te1 -2.41543 0.67320 2.84678  3.342
Cd1 -0.11343 0.99627 0.59687  1.606
Cl1 1.96481 1.63070 -0.17520  -0.736
F1 -0.64989 -0.10626 3.05067  -0.630
F2 -3.14216 -1.08005 2.72620  -0.602
F3 -4.12921 1.48883 2.79676  -0.614
F4 -1.60110 2.38683 3.08554  -0.637
F5 -2.51614 0.53284 4.73792  -0.601
O1 -2.13611 0.76113 1.01409  -1.205
C1 0.96716 -2.02087 -0.56948  -0.357
C2 -1.24305 -2.03436 0.09377  -0.379
C3 1.17225 2.00664 -4.82882  -0.365
C4 -0.82286 0.96928 -5.38796  -0.370
C5 -1.13464 2.20316 -4.73158  -0.374
C6 -0.42912 -2.16666 1.25139  -0.384
C7 0.60256 0.84812 -5.44901  -0.366
C8 0.93590 -2.14015 0.85000  -0.405
C9 -0.38308 -1.95793 -1.03882  -0.380
C10 0.09875 2.84310 -4.38311  -0.371
H1 1.86092 -1.98197 -1.18842  0.196
H2 -2.32773 -1.99869 0.07962  0.195
H3 -0.78355 -2.34150 2.25795  0.191
H4 1.15519 0.03292 -5.91456  0.170
H5 1.79262 -2.24279 1.51386  0.185
H6 -2.13424 2.59756 -4.55670  0.169
H7 -0.69756 -1.85724 -2.07667  0.210
H8 -1.54148 0.26120 -5.79863  0.170
H9 2.23513 2.22395 -4.73715  0.172
H10 0.20369 3.80903 -3.89251  0.171

Cartesian forces, eV/Å:
1.21 -0.98 -1.57
0.53 -1.51 -0.77
-0.13 0.23 0.28
-1.19 1.05 0.51
0.06 1.23 0.58
0.81 -0.55 0.43
-0.44 -0.58 0.37
-0.27 0.22 -1.07
-0.71 0.44 1.53
-0.67 -0.01 0.27
0.59 0.01 -0.25
-1.04 -0.17 -0.23
0.70 0.73 0.24
0.94 -0.35 -0.26
0.27 0.01 -0.36
-0.53 0.89 0.31
-0.40 0.03 -0.52
0.45 0.17 0.55
-0.07 -0.88 -0.60
-0.22 0.07 0.12
0.15 -0.05 -0.01
0.00 0.05 -0.06
-0.10 0.11 0.17
-0.14 0.04 -0.16
0.16 -0.09 0.05
0.12 0.05 0.27
0.12 0.10 0.15
-0.19 -0.07 0.07
-0.02 -0.19 -0.01

=====

# C10H10Cl2EuO4

A molecular structure, C10H10Cl2EuO4 (the ωB97M-V functional and the def2-TZVPD basis, OMol25).

Values from the calculation:
ΔE to the lowest compared entry with this formula, charge and spin: 365.7 kJ/mol
Highest occupied orbital energy (alpha / beta): -3.654 / -3.690 eV
Calculated total energy: -2318.4238 hartree
Gap between HOMO and LUMO (alpha / beta): 6.30 / 6.34 eV
LUMO level (alpha / beta): 0.0974 / 0.0973 Eh
Net charge: -1
Spin multiplicity: 7

Each line ends with the Löwdin spin population.
Positions of all 27 atoms, in Å:
Eu1 -0.00635 0.00428 -0.13209  6.058
Cl1 0.16241 -2.01066 1.40991  -0.011
Cl2 -0.00033 0.00181 3.62581  0.000
O1 -1.15436 -0.77741 4.03690  0.000
O2 -0.10397 1.39427 4.02491  0.000
O3 1.25680 -0.59777 4.03755  -0.002
O4 -0.00352 0.03583 1.95336  -0.001
C1 -1.63961 -1.13608 -1.47674  -0.004
C2 -2.40992 0.46255 0.02382  -0.002
C3 1.48962 1.08107 -1.76302  -0.005
C4 2.13209 -0.93488 -0.79636  -0.004
C5 1.57963 -0.34177 -1.97645  -0.002
C6 -1.86191 1.15799 -1.10663  -0.001
C7 -2.27696 -0.94270 -0.20454  -0.006
C8 2.37112 0.12024 0.15784  -0.004
C9 -1.40597 0.16571 -2.04871  -0.011
C10 1.98711 1.36603 -0.45008  -0.007
H1 -1.35178 -2.07119 -1.89433  0.001
H2 1.24029 -0.87088 -2.83113  0.000
H3 -2.74550 0.91187 0.92580  0.000
H4 2.24042 -1.97364 -0.60836  0.000
H5 1.06739 1.78990 -2.43090  0.001
H6 -0.94050 0.36182 -2.97918  0.000
H7 2.66243 -0.01384 1.16882  0.000
H8 1.96873 2.31011 0.03539  0.000
H9 -2.49749 -1.70516 0.50027  0.000
H10 -1.75988 2.21247 -1.20184  0.001

Cartesian forces, eV/Å:
0.39 -0.73 3.55
0.59 -7.20 -1.80
-0.09 0.18 -2.96
1.32 0.97 -0.42
0.09 -1.16 -0.04
-1.45 0.78 -0.47
-0.47 6.16 7.88
-1.79 1.70 -0.14
-0.39 -0.85 -1.73
1.49 -0.89 0.64
1.05 2.02 -0.58
1.47 0.97 1.03
-1.33 -1.70 -0.74
-0.60 1.24 -1.35
0.94 0.28 -2.26
-2.38 -0.29 0.66
1.06 -1.64 -1.18
0.16 -0.50 -0.23
-0.16 -0.30 -0.60
-0.24 0.24 0.55
0.08 -0.58 0.15
-0.21 0.45 -0.47
0.29 0.14 -0.63
0.21 -0.12 0.62
0.04 0.65 0.30
-0.10 -0.42 0.37
0.02 0.63 -0.14

=====

# C10H10Cl2O4Ti

A molecular structure, C10H10Cl2O4Ti (the ωB97M-V functional and the def2-TZVPD basis, OMol25).

Values from the calculation:
ΔE to the lowest compared entry with this formula, charge and spin: 69.1 kJ/mol
Highest occupied orbital energy (alpha / beta): -8.334 / -8.335 eV
Calculated total energy: -2457.5831 hartree
Gap between HOMO and LUMO (alpha / beta): 6.97 / 6.97 eV
LUMO level (alpha / beta): -0.0501 / -0.0501 Eh
Net charge: 0
Spin multiplicity: 1

Each line ends with the Mulliken charge.
Positions of all 27 atoms, in Å:
Ti1 -0.16232 0.15020 -0.78317  0.069
Cl1 0.12088 -4.17490 2.32182  0.963
Cl2 -1.79026 -1.26347 -1.48241  -0.379
O1 -1.26642 -3.87968 1.97742  -0.512
O2 1.04400 -1.16913 0.00198  -0.607
O3 0.91722 -4.62912 1.18593  -0.475
O4 0.80042 -2.70088 2.78556  -0.711
C1 -1.32203 0.65919 1.12837  -0.614
C2 -1.03462 -0.71366 1.15617  -0.486
C3 -0.58859 2.30108 -1.53127  -0.376
C4 0.45034 0.64855 -2.80827  -0.506
C5 0.48439 -0.86220 1.23738  0.846
C6 -0.81637 1.29781 -2.53043  -0.527
C7 0.92260 0.47268 1.74628  -0.113
C8 0.81494 2.31575 -1.23593  -0.291
C9 -0.08088 1.38904 1.44522  -0.571
C10 1.45271 1.28422 -1.99507  -0.420
H1 0.75287 -1.95910 1.94228  0.237
H2 -1.32159 3.00897 -1.16633  0.494
H3 -2.29049 1.13298 0.93053  0.399
H4 0.63095 -0.13763 -3.53355  0.434
H5 1.91029 0.64043 2.17831  0.459
H6 -1.69175 -1.56280 1.21734  0.598
H7 2.52148 1.10910 -2.04164  0.472
H8 1.32919 3.08293 -0.67355  0.521
H9 -0.01320 2.47435 1.51922  0.565
H10 -1.77374 1.08528 -2.99222  0.534

Cartesian forces, eV/Å:
0.79 -2.29 5.29
0.84 0.92 0.07
-0.17 -0.18 -0.57
0.65 0.05 -0.11
0.97 -0.34 -1.28
-0.70 0.44 0.61
-0.45 -1.88 -0.39
-0.27 -0.31 -0.04
0.79 0.90 0.29
0.88 -0.30 -1.27
-0.14 1.42 -0.34
-2.43 3.02 -1.51
1.03 0.91 -0.65
-0.58 0.85 -1.21
-0.38 -0.64 -1.26
0.47 -0.79 0.93
-0.95 0.66 -0.57
-0.21 -1.14 1.31
0.03 -0.27 0.13
0.39 -0.24 0.61
-0.15 0.07 0.26
-0.15 0.25 -0.69
-0.14 0.03 -0.56
-0.27 -0.23 0.21
-0.10 -0.41 0.42
-0.08 -0.40 0.17
0.31 -0.10 0.17